Here is C20H25ClN6O3 in the gas phase in a non-equilibrium geometry from OMol25. Energies are from wB97M-V/def2-TZVPD.

Element x y z (Å)
Cl: 1.9208 -3.8948 -1.3754
O: -5.4251 1.5858 0.8847
O: 4.6628 3.4579 2.4298
O: -3.0691 -2.2761 0.3370
N: 0.8640 0.9044 -1.8883
N: -3.3638 1.7882 -0.0360
N: -1.1411 1.7046 -0.9897
N: -4.2195 -0.3122 0.6081
N: -0.8263 -0.5065 -0.8405
N: 3.1705 2.0920 -0.7299
C: -3.4852 3.2203 -0.1906
C: 1.5143 -1.6239 2.4804
C: 2.5452 -2.5317 2.3097
C: -5.3427 -1.0384 1.1766
C: -4.4006 1.0570 0.5077
C: -2.2368 1.1474 -0.4410
C: -0.3006 0.6935 -1.2190
C: 1.1992 2.2999 -2.1261
C: -3.1013 -1.0605 0.2133
C: 2.6597 -3.2274 1.1197
C: 3.7109 2.7660 1.6598
C: 2.8445 0.7054 -0.4652
C: -0.3008 -1.8493 -0.8475
C: 1.9628 2.8725 -0.9304
C: 1.7442 -3.0050 0.1043
C: 0.7058 -2.0893 0.2510
C: 2.0770 0.1434 -1.6667
C: 4.1308 2.6747 0.1794
C: -2.0864 -0.2206 -0.3190
C: 0.6062 -1.4097 1.4595
H: 1.2945 2.8500 -0.0542
H: -2.6677 3.7155 0.3326
H: -0.2023 -0.7080 1.6013
H: -5.0722 -2.0915 1.1999
H: 0.2776 2.8551 -2.2882
H: -6.2309 -0.8864 0.5639
H: 2.2440 3.9070 -1.1322
H: 2.2210 0.5801 0.4382
H: 5.5163 3.0190 2.3408
H: 5.0496 2.0803 0.1095
H: 1.4139 -1.0842 3.4097
H: 3.4534 -3.9431 0.9741
H: 0.1170 -2.0868 -1.8294
H: 1.8708 -0.9093 -1.5157
H: 2.6918 0.2561 -2.5639
H: 4.3553 3.6848 -0.1754
H: -1.1592 -2.5108 -0.6721
H: -5.5475 -0.6735 2.1827
H: 1.8283 2.3393 -3.0179
H: -3.4383 3.4830 -1.2476
H: 3.2570 -2.7050 3.1018
H: 2.7874 3.3403 1.7577
H: 3.7698 0.1419 -0.3272
H: 3.5447 1.7578 2.0677
H: -4.4432 3.5189 0.2302

Properties
ΔE to the lowest compared entry with this formula, charge and spin, kJ/mol: 78.88
Total energy, eV: -48752.9983
SMILES string: Cn1c(=O)c2c(nc(N3CCN(CCO)CC3)n2Cc2ccccc2Cl)n(C)c1=O

Here is a molecular structure, C53H52KO3P5S in a non-equilibrium geometry from OMol25. Energies are from wB97M-V/def2-TZVPD.

Element x y z (Å)
K: 0.1165 0.1806 0.2191
S: 1.0528 -0.7362 2.7456
P: 3.0931 -1.7853 -5.4353
P: 0.9281 -0.4707 -3.2365
P: -1.8663 2.1066 -1.2881
P: -2.0927 1.4392 1.8086
P: 2.1770 -2.0040 0.1843
O: -0.1177 -1.2410 2.0142
O: 0.7465 -0.1275 4.0150
O: 1.8640 0.0988 1.8378
C: 2.5944 -4.4842 -1.3272
C: 0.1152 1.7332 -4.9128
C: 2.3334 0.6819 -2.9322
C: 2.0371 -2.1831 2.9959
C: 4.8400 -1.2435 0.6892
C: -0.0371 0.3981 -4.5481
C: -5.4978 3.7961 -0.2788
C: 4.1592 2.1001 -3.6725
C: 1.7490 -3.5499 -0.7372
C: 4.3291 -1.6777 -1.6099
C: -1.8169 1.6008 -6.3457
C: -3.3474 2.6916 -0.3582
C: 2.3065 -2.6896 4.2554
C: -1.6861 3.4304 -2.5613
C: 1.6809 -1.9388 -4.1871
C: -0.7618 2.3239 -5.8143
C: -2.9848 0.2252 2.8637
C: 3.0436 -3.8564 4.3675
C: 2.0675 -5.6109 -1.9497
C: 2.2522 -1.4825 -7.0446
C: 4.1351 -4.2331 -4.6153
C: 0.3681 -3.7672 -0.7996
C: -1.1239 -0.3088 -5.0707
C: 3.6413 -4.1260 -6.9568
C: 4.4204 2.4725 -2.3622
C: 6.5047 -0.8597 -1.0094
C: 2.1335 -0.1433 -9.0579
C: 4.6881 -6.0904 -6.0436
C: 0.6969 -5.8112 -2.0068
C: 3.5809 -3.5399 -5.6909
C: 2.4897 -2.8024 1.8331
C: 3.6300 1.9786 -1.3404
C: 4.6787 -5.4976 -4.7887
C: -0.1575 -4.8870 -1.4252
C: -4.3636 3.4199 -0.9793
C: 2.6008 1.0895 -1.6210
C: 5.6055 -1.2819 -1.9791
C: 1.1395 -0.9689 -9.5578
C: 1.2602 -2.3122 -7.5659
C: 3.9293 -1.6838 -0.2728
C: 4.1756 -5.3961 -7.1274
C: 3.1206 1.2266 -3.9510
C: 6.1163 -0.8372 0.3228
C: 3.4924 -4.5013 3.2221
C: -1.9993 0.2774 -5.9680
C: 2.6945 -0.4103 -7.8154
C: -1.6635 2.6722 3.1094
C: 0.7160 -2.0636 -8.8148
C: -4.6342 2.7160 1.6821
C: 3.2245 -3.9773 1.9652
C: -5.6362 3.4371 1.0563
C: -2.7353 0.8080 -2.2707
C: -3.4796 2.3416 0.9942
H: -2.4992 2.0692 -7.0456
H: -1.2980 -1.3306 -4.7434
H: 2.0254 0.7086 -0.7911
H: 1.9387 -2.1623 5.1278
H: -0.0439 -2.7261 -9.2127
H: 7.5008 -0.5410 -1.2924
H: 4.0614 -5.4186 3.3078
H: 3.5995 -4.4822 1.0873
H: 2.4769 0.7059 -9.6363
H: 2.7296 -6.3379 -2.3963
H: 3.2713 -3.5845 -7.8172
H: 5.1092 -7.0788 -6.1785
H: 3.5069 0.2125 -7.4543
H: 4.7516 2.5083 -4.4826
H: 2.9071 0.9810 -4.9761
H: -3.1631 0.0798 -1.5783
H: 3.6309 -1.9710 -2.3843
H: 5.8903 -1.2907 -3.0252
H: -1.6277 4.3984 -2.0627
H: 4.5401 -1.2034 1.7294
H: -0.7486 3.2627 -3.0906
H: 0.8512 -2.4872 -4.6359
H: -6.5249 3.7242 1.6064
H: 2.0678 -2.5823 -3.3943
H: -3.5937 -0.4346 2.2456
H: -2.4963 3.4409 -3.2913
H: -1.2096 3.5541 2.6583
H: -2.8292 -0.2924 -6.3696
H: -2.5486 2.9651 3.6740
H: -4.7518 2.4429 2.7258
H: 0.9084 2.3294 -4.4842
H: -3.5374 1.2484 -2.8665
H: 3.2684 -4.2672 5.3434
H: -0.6277 3.3630 -6.0949
H: 5.2283 3.1598 -2.1442
H: 4.2064 -5.8364 -8.1173
H: -3.6025 0.7035 3.6242
H: -0.2924 -3.0451 -0.3290
H: 3.6694 -4.3478 -1.2881
H: -6.2757 4.3636 -0.7752
H: 5.1188 -6.0183 -3.9466
H: -4.2743 3.6967 -2.0233
H: 3.8053 2.2807 -0.3149
H: -1.2297 -5.0408 -1.4566
H: 4.1676 -3.7708 -3.6354
H: 0.9296 -3.1797 -7.0039
H: -2.0355 0.3032 -2.9306
H: 6.8101 -0.4971 1.0823
H: -2.2111 -0.3741 3.3478
H: 0.2985 -6.6888 -2.5015
H: -0.9382 2.2015 3.7776
H: 0.6928 -0.7616 -10.5223

Properties
ΔE to the lowest compared entry with this formula, charge and spin, kJ/mol: 0.00
Total energy, eV: -135553.7081

Here is 2 unconnected molecules or ions with the total composition C7H13NO in a non-equilibrium geometry from OMol25. Energies are from wB97M-V/def2-TZVPD.

Element x y z (Å)
O: 1.0774 1.5344 -1.1465
N: 1.0322 -2.0503 0.9907
C: -2.2282 -1.6531 -1.2192
C: -2.3133 -0.4873 -0.2800
C: -1.4728 -0.4095 -1.5052
C: 1.3870 0.3697 0.9032
C: 1.4730 -0.8785 0.4132
C: 1.5518 2.8838 0.7566
C: 1.3372 1.5612 0.0440
H: -3.2736 0.0322 -0.2443
H: -0.4063 -0.3772 -1.3076
H: 0.8003 -1.9198 1.9765
H: -1.7807 0.2009 -2.3762
H: -3.1792 -1.8251 -1.7339
H: -1.6975 -2.5819 -0.9638
H: 1.2904 0.5429 1.9843
H: 2.5499 2.8865 1.2287
H: 0.7967 3.0239 1.5417
H: 1.4698 3.6831 0.0212
H: 1.8392 -0.9964 -0.6004
H: -1.7986 -0.6272 0.7093
H: 1.5449 -2.9122 0.8078

Properties
ΔE to the lowest compared entry with this formula, charge and spin, kJ/mol: 189.95
Total energy, eV: -11005.7843
SMILES string: CC(=O)/C=C/N.C1CC1

Here is 2 unconnected molecules or ions with the total composition C2H6O3 in a non-equilibrium geometry from OMol25. Energies are from wB97M-V/def2-TZVPD.

Element x y z (Å)
O: 0.9889 0.1785 -1.5558
O: -0.8745 -0.8704 -1.0195
O: -0.8029 1.6342 1.9977
C: 0.3706 -0.3117 -0.7095
C: 0.7607 -0.7703 0.6592
H: -1.4044 -0.6930 -1.7948
H: -1.5432 1.0988 2.4889
H: -0.0475 -0.9444 1.3672
H: 1.2885 -1.7030 0.4074
H: 1.3494 -0.0413 1.2620
H: -0.9231 1.2359 1.1914

Properties
ΔE to the lowest compared entry with this formula, charge and spin, kJ/mol: 121.34
Total energy, eV: -8313.2503
SMILES string: CC(=O)O.O

Here is a molecular structure, C4H6O in a non-equilibrium geometry from OMol25. Energies are from wB97M-V/def2-TZVPD.

Element x y z (Å)
O: -1.2711 -0.3929 -0.4264
C: 0.5040 -1.1650 0.1904
C: 0.2889 1.3436 0.3259
C: 0.0486 0.1770 -0.4317
C: -0.7817 -1.5734 0.0710
H: -1.5101 -2.3429 0.3093
H: 1.2290 1.8391 0.1440
H: -0.0302 1.0629 1.2557
H: -0.4573 2.1252 0.0971
H: 1.5258 -1.5403 0.1868
H: 0.4540 0.4666 -1.7222

Properties
ΔE to the lowest compared entry with this formula, charge and spin, kJ/mol: 271.16
Total energy, eV: -6289.1075

Here is 6 unconnected molecules or ions with the total composition H10O4S2 in a non-equilibrium geometry from OMol25. Energies are from wB97M-V/def2-TZVPD.

Element x y z (Å)
S: 1.7735 -0.6011 -1.4733
S: -1.8180 -0.7164 1.1110
O: 3.4983 1.8649 -0.1532
O: 0.5305 -2.9158 0.8275
O: -3.1845 1.9217 0.9090
O: -0.4675 1.5926 -0.9430
H: -1.1163 1.3423 -0.2847
H: -0.2645 -2.4671 1.1518
H: -3.3640 0.9480 0.8644
H: 0.8751 -2.2156 0.2608
H: 2.5213 -1.1724 -2.4201
H: 2.6861 1.6837 0.3325
H: -3.9015 2.3623 1.4952
H: -2.8803 -1.5411 1.2306
H: 3.2912 1.5965 -1.0481
H: 0.0983 0.8133 -1.0360

Properties
ΔE to the lowest compared entry with this formula, charge and spin, kJ/mol: 624.85
Total energy, eV: -30016.6713

no.,HOMO level (eV)
1,-7.72
2,-7.92
3,-8.86
4,-10.79
5,-8.89
6,-9.49